Model A:
{
  "formula": "C5H13NO",
  "method": "ωB97M-V/def2-TZVPD",
  "species": ["C", "N", "C", "C", "C", "C", "H", "H", "H", "H", "H", "H", "H", "H", "H", "H", "H", "H", "H", "O"],
  "xyz": [[0.319, 0.664, -3.108], [0.065, 0.868, -1.703], [-0.488, -0.253, -0.964], [-0.831, 0.205, 0.418], [-0.990, -0.863, 1.482], [-1.170, -0.610, 2.770], [1.254, 0.127, -3.325], [-0.455, 0.082, -3.646], [0.425, 1.640, -3.575], [-0.517, 1.693, -1.615], [-1.337, -0.686, -1.488], [0.285, -1.029, -0.915], [-0.139, 0.906, 0.876], [-1.834, 0.624, 0.353], [-0.825, -1.895, 1.187], [-1.496, 0.372, 3.129], [-0.871, -1.371, 3.474], [2.760, -0.425, 1.486], [2.893, -0.278, 2.996], [2.953, 0.230, 2.167]],
  "gap_ev": 9.726,
  "homo_energy_ev": -8.81
}



Model B:
{
  "formula": "C5H13NO",
  "method": "ωB97M-V/def2-TZVPD",
  "species": ["C", "C", "C", "C", "C", "N", "H", "H", "H", "H", "H", "H", "H", "H", "H", "H", "H", "H", "H", "O"],
  "xyz": [[0.306, -0.084, -2.312], [-0.088, -0.156, -0.805], [1.188, 0.208, 0.088], [0.928, -0.069, 1.533], [1.964, -0.414, 2.333], [-1.220, 0.831, -0.575], [-0.313, -0.817, -2.872], [1.347, -0.231, -2.649], [0.028, 0.852, -2.843], [-0.538, -1.071, -0.470], [1.915, -0.537, -0.237], [1.581, 1.240, -0.001], [-0.101, -0.209, 1.861], [2.925, 0.000, 2.532], [1.699, -1.372, 2.846], [-1.579, 0.908, -1.524], [-0.977, 1.763, -0.226], [-2.671, 0.031, 0.525], [-3.272, -0.169, 1.796], [-3.122, -0.705, 1.001]],
  "gap_ev": 9.353,
  "homo_energy_ev": -8.51
}



Model C:
{
  "formula": "C5H13NO",
  "method": "ωB97M-V/def2-TZVPD",
  "species": ["C", "C", "C", "C", "C", "N", "H", "H", "H", "H", "H", "H", "H", "H", "H", "H", "H", "H", "H", "O"],
  "xyz": [[0.248, -0.340, 2.296], [-0.363, -0.821, 0.979], [-1.016, 0.323, 0.206], [-0.052, 1.236, -0.515], [0.851, 0.774, -1.375], [-0.210, 2.590, -0.216], [-0.439, -0.389, 3.134], [0.649, 0.670, 2.165], [1.134, -0.926, 2.543], [0.399, -1.222, 0.312], [-1.101, -1.605, 1.164], [-1.755, -0.041, -0.516], [-1.624, 0.929, 0.883], [1.101, -0.266, -1.498], [1.561, 1.449, -1.826], [-1.173, 2.858, -0.088], [0.259, 3.198, -0.874], [-0.343, -3.277, -1.084], [0.708, -2.987, -2.218], [0.565, -2.977, -1.257]],
  "gap_ev": 8.901,
  "homo_energy_ev": -8.10
}



Model D:
{
  "formula": "C5H13NO",
  "method": "ωB97M-V/def2-TZVPD",
  "species": ["N", "C", "C", "C", "C", "C", "H", "H", "H", "H", "H", "H", "H", "H", "H", "H", "H", "O", "H", "H"],
  "xyz": [[1.331, -0.874, 1.677], [2.581, -0.263, 1.097], [0.368, -1.321, 0.655], [2.362, 0.934, 0.189], [0.000, 0.000, 0.000], [1.191, 0.567, -0.797], [1.703, -1.691, 2.178], [3.270, 0.175, 1.845], [3.143, -1.029, 0.530], [-0.449, -1.711, 1.291], [0.699, -2.142, -0.010], [2.042, 1.810, 0.785], [3.310, 1.199, -0.318], [-0.821, -0.095, -0.736], [-0.332, 0.706, 0.785], [1.397, -0.292, -1.463], [0.913, 1.429, -1.434], [4.522, -4.186, 4.290], [4.584, -3.296, 4.705], [3.746, -4.126, 3.688]],
  "gap_ev": 9.633,
  "homo_energy_ev": -9.13
}



The most stable arrangement is model C, and the next structure is 7.3 kJ/mol less stable.



Model A:
{
  "formula": "C2H7N2O",
  "method": "ωB97M-V/def2-TZVPD",
  "species": ["C", "C", "N", "N", "O", "H", "H", "H", "H", "H", "H", "H"],
  "xyz": [[0.315, 0.217, -0.055], [1.384, -0.824, -0.113], [-3.140, 0.172, -0.017], [0.732, 1.382, 0.281], [-0.848, -0.206, -0.204], [1.025, -1.711, 0.458], [2.301, -0.254, 0.140], [1.257, -1.241, -1.184], [-3.259, -0.540, 0.768], [1.760, 1.502, 0.134], [0.154, 2.224, 0.209], [-3.327, -0.060, -1.009]],
  "gap_ev": [10.224, 7.256],
  "charge": 1,
  "homo_energy_ev": [-16.05, -15.55]
}



Model B:
{
  "formula": "C2H7N2O",
  "method": "ωB97M-V/def2-TZVPD",
  "species": ["C", "C", "N", "N", "O", "H", "H", "H", "H", "H", "H", "H"],
  "xyz": [[-0.303, -0.211, -1.072], [0.333, 0.303, 1.277], [-0.275, 0.539, -0.044], [0.386, -1.318, -1.214], [-1.077, 1.643, 0.007], [-0.764, 0.035, -1.972], [0.826, -0.715, 1.097], [1.005, 1.009, 1.621], [-0.530, 0.314, 1.985], [0.354, -1.760, -2.128], [1.063, -1.742, -0.477], [-1.019, 1.903, 0.921]],
  "gap_ev": 11.268,
  "charge": 1,
  "homo_energy_ev": -14.82
}



Model C:
{
  "formula": "C2H7N2O",
  "method": "ωB97M-V/def2-TZVPD",
  "species": ["C", "C", "N", "N", "O", "H", "H", "H", "H", "H", "H", "H"],
  "xyz": [[0.401, -0.254, -0.900], [-0.206, 0.105, 1.513], [-0.048, 0.280, 0.161], [1.448, -1.048, -1.008], [-2.127, 1.200, -0.832], [-0.093, 0.047, -1.826], [0.349, 0.866, 2.070], [-1.266, 0.234, 1.786], [0.025, -0.924, 1.827], [1.803, -1.301, -1.919], [1.992, -1.341, -0.202], [-2.277, 2.137, -0.671]],
  "gap_ev": [6.697, 6.695],
  "charge": 1,
  "homo_energy_ev": [-15.32, -15.32]
}



Model D:
{
  "formula": "C2H7N2O",
  "method": "ωB97M-V/def2-TZVPD",
  "species": ["N", "C", "C", "N", "O", "H", "H", "H", "H", "H", "H", "H"],
  "xyz": [[0.966, -2.006, -0.656], [-0.821, 0.416, -0.726], [-0.032, 0.878, 0.421], [-0.703, 1.646, 1.303], [1.144, 0.611, 0.498], [1.496, -2.395, -1.418], [0.631, -2.666, 0.028], [1.258, -1.122, -0.288], [-1.902, 0.530, -0.641], [-0.335, -0.082, -1.565], [-1.557, 2.105, 1.023], [-0.146, 2.086, 2.021]],
  "gap_ev": 5.919,
  "charge": 1,
  "homo_energy_ev": -14.71
}



The most stable arrangement is model B, and the next structure is 119.9 kJ/mol less stable.



Model A:
{
  "formula": "C4H8O",
  "method": "ωB97M-V/def2-TZVPD",
  "species": ["C", "C", "C", "C", "O", "H", "H", "H", "H", "H", "H", "H", "H"],
  "xyz": [[-0.149, 0.950, -0.647], [0.154, -0.013, -1.787], [-0.592, -0.689, 1.452], [0.512, 0.250, 0.963], [-0.482, 2.090, -0.670], [0.598, 0.554, -2.699], [0.867, -0.650, -1.412], [-0.716, -0.519, -2.151], [-1.386, -0.197, 1.783], [-0.182, -1.265, 2.232], [-0.752, -1.198, 0.492], [1.552, -0.291, 0.783], [0.578, 0.978, 1.661]],
  "gap_ev": 9.804,
  "homo_energy_ev": -8.93
}



Model B:
{
  "formula": "C4H8O",
  "method": "ωB97M-V/def2-TZVPD",
  "species": ["C", "C", "C", "C", "O", "H", "H", "H", "H", "H", "H", "H", "H"],
  "xyz": [[-1.464, 0.526, 0.103], [-0.449, -0.517, -0.561], [0.865, -0.565, 0.257], [1.868, 0.454, -0.120], [1.562, 1.428, -0.778], [-1.177, 1.558, -0.148], [-1.598, 0.522, 1.212], [-2.440, 0.303, -0.315], [-0.898, -1.513, -0.543], [-0.247, -0.124, -1.556], [0.155, -0.035, 0.886], [1.248, -1.499, 0.696], [2.901, 0.356, 0.288]],
  "gap_ev": 10.822,
  "homo_energy_ev": -9.78
}



The most stable arrangement is model B, and the next structure is 32.7 kJ/mol less stable.



Model A:
{
  "formula": "C4H8O",
  "method": "ωB97M-V/def2-TZVPD",
  "species": ["C", "C", "C", "C", "O", "H", "H", "H", "H", "H", "H", "H", "H"],
  "xyz": [[-1.291, 1.047, 0.911], [0.564, -0.159, -0.640], [0.749, -1.643, -0.564], [-0.015, 0.921, 0.153], [1.207, 0.395, 0.587], [-1.659, 0.123, 1.358], [-1.180, 1.823, 1.674], [-2.019, 1.406, 0.172], [0.788, 0.211, -1.652], [1.833, -1.732, -0.741], [0.247, -2.233, -1.336], [0.556, -2.012, 0.442], [0.221, 1.854, -0.364]],
  "gap_ev": 10.693,
  "homo_energy_ev": -9.63
}



Model B:
{
  "formula": "C4H8O",
  "method": "ωB97M-V/def2-TZVPD",
  "species": ["O", "C", "C", "C", "C", "H", "H", "H", "H", "H", "H", "H", "H"],
  "xyz": [[-1.688, 0.051, -1.159], [-0.324, 0.136, -0.809], [0.067, 0.963, 0.440], [0.894, -0.245, 0.941], [0.173, -1.132, -0.098], [-2.016, 0.931, -1.377], [0.297, 0.407, -1.678], [-0.816, 1.150, 1.058], [0.603, 1.904, 0.277], [0.765, -0.525, 1.990], [1.964, -0.138, 0.743], [-0.684, -1.653, 0.343], [0.766, -1.849, -0.672]],
  "gap_ev": 11.033,
  "homo_energy_ev": -9.97
}



Model C:
{
  "formula": "C4H8O",
  "method": "ωB97M-V/def2-TZVPD",
  "species": ["C", "C", "O", "C", "C", "H", "H", "H", "H", "H", "H", "H", "H"],
  "xyz": [[-2.148, 0.321, -0.105], [-1.236, -0.707, 0.473], [-0.241, -0.836, -0.392], [1.018, -0.826, 0.298], [1.711, 0.427, -0.214], [-2.027, 1.106, 0.663], [-3.198, 0.040, -0.093], [-1.812, 0.723, -1.069], [0.752, -0.755, 1.355], [1.575, -1.746, 0.124], [0.980, 1.243, -0.271], [2.519, 0.733, 0.453], [2.107, 0.277, -1.222]],
  "gap_ev": 9.348,
  "homo_energy_ev": -8.25
}



Model D:
{
  "formula": "C4H8O",
  "method": "ωB97M-V/def2-TZVPD",
  "species": ["C", "C", "C", "C", "O", "H", "H", "H", "H", "H", "H", "H", "H"],
  "xyz": [[-0.034, 0.528, -0.497], [1.212, 0.731, 0.339], [-0.418, -1.650, 0.084], [-1.288, 0.646, -0.033], [-2.357, 0.738, 0.355], [0.025, 0.306, -1.551], [-0.409, 2.218, -0.747], [1.758, 1.594, -0.039], [1.829, -0.164, 0.280], [0.956, 0.910, 1.382], [-0.324, -1.751, 1.163], [0.423, -2.088, -0.448], [-1.373, -2.017, -0.287]],
  "gap_ev": 6.950,
  "homo_energy_ev": -6.75
}



The most stable arrangement is model B, and the next structure is 98.6 kJ/mol less stable.



Model A:
{
  "formula": "C4H8O",
  "method": "ωB97M-V/def2-TZVPD",
  "species": ["C", "C", "C", "C", "H", "H", "H", "H", "H", "H", "H", "H", "O"],
  "xyz": [[0.412, -0.739, -0.055], [-0.494, -0.012, 0.949], [-0.084, 1.319, 0.183], [0.268, 0.419, -1.039], [0.025, -2.674, 0.058], [1.513, -0.722, 0.354], [-0.375, -0.113, 2.081], [-1.505, -0.333, 0.737], [-0.824, 2.075, 0.002], [0.708, 1.788, 0.666], [1.036, 0.663, -1.859], [-0.754, 0.329, -1.440], [0.073, -1.998, -0.636]],
  "gap_ev": 11.105,
  "homo_energy_ev": -10.07
}



Model B:
{
  "formula": "C4H8O",
  "method": "ωB97M-V/def2-TZVPD",
  "species": ["C", "C", "C", "O", "C", "H", "H", "H", "H", "H", "H", "H", "H"],
  "xyz": [[0.948, 0.726, -0.197], [-0.536, 0.745, 0.116], [-1.126, -0.588, -0.343], [-0.102, -1.596, -0.231], [0.969, -1.298, 0.530], [1.125, 0.762, -1.279], [1.519, 1.510, 0.306], [-1.058, 1.557, -0.408], [-0.679, 0.904, 1.190], [-2.035, -0.861, 0.206], [-1.356, -0.558, -1.414], [0.684, -0.929, 1.535], [1.647, -0.373, -0.009]],
  "gap_ev": 9.075,
  "homo_energy_ev": -8.08
}



The most stable arrangement is model A, and the next structure is 283.1 kJ/mol less stable.